57
Properties=species:S:1:pos:R:3 method="wB97M-V/def2-TZVPD" spin_multiplicity=1 charge=+2 e_tot_ha=-5705.4803 relative_energy_kcal_mol=21.6 homo_energy_ev=-14.0
Pt 0.43772 0.07863 -1.14244
O -4.79308 4.57453 -0.62334
C -3.66163 4.93248 -1.38234
C -2.64462 3.82962 -1.25516
C -1.44118 3.89789 -1.94704
C -0.53223 2.87516 -1.82237
N -0.77370 1.79708 -1.05147
C -1.94146 1.72074 -0.37391
C -2.88603 2.71967 -0.45550
C -2.14051 0.47456 0.43367
C -3.18886 0.31121 1.31543
C -3.27541 -0.85780 2.05974
C -4.40806 -1.08125 3.02798
O -5.18345 0.09454 3.07491
C -2.28503 -1.81840 1.89370
C -1.26664 -1.58886 0.99458
N -1.19713 -0.46382 0.26722
H -5.45410 5.27191 -0.67786
H -3.20548 5.86266 -1.02956
H -3.89927 5.06647 -2.44132
H -1.20250 4.74518 -2.57832
H 0.41794 2.89486 -2.33428
H -3.82237 2.64684 0.07636
H -3.93261 1.08108 1.45370
H -3.98956 -1.33586 4.00558
H -4.98760 -1.94389 2.68564
H -5.96109 -0.04999 3.62267
H -2.30254 -2.74571 2.45448
H -0.47894 -2.31297 0.83446
C 3.97279 1.26310 -0.47779
As 2.40994 0.38711 0.19501
C 2.09874 1.16871 1.90581
C 2.96152 -1.41982 0.56855
C 3.64302 -1.74452 1.73496
C 4.02388 -3.06217 1.96117
C 3.72475 -4.04923 1.03012
C 3.04072 -3.72682 -0.13686
C 2.65909 -2.41015 -0.35980
As 1.69795 -1.80918 -1.88966
C 0.76170 -3.31286 -2.59043
C 3.06302 -1.43041 -3.17803
H 4.74180 1.20465 0.29125
H 3.73613 2.30265 -0.68979
H 4.31620 0.76710 -1.38023
H 3.02310 1.09959 2.47402
H 1.29136 0.65430 2.41993
H 1.83767 2.21381 1.76001
H 3.88188 -0.99246 2.47476
H 4.55320 -3.31574 2.86994
H 4.02035 -5.07350 1.21558
H 2.80849 -4.51012 -0.84703
H 0.08801 -3.71260 -1.83840
H 1.49460 -4.05721 -2.89299
H 0.19469 -2.98884 -3.45966
H 3.75797 -2.26724 -3.14199
H 3.57464 -0.50528 -2.93439
H 2.62224 -1.34942 -4.16927

=====

86
Properties=species:S:1:pos:R:3 method="wB97M-V/def2-TZVPD" spin_multiplicity=1 charge=+1 e_tot_ha=-78529.5803 homo_energy_ev=-11.2
C 4.48542 2.26825 2.47271
C 3.73035 3.61267 2.02188
C 2.89997 3.24379 0.71175
C 1.54439 2.56526 1.16961
C 0.33859 3.55819 1.40879
C 0.43925 4.99604 1.01772
C -0.77625 5.83482 1.24280
C -1.96923 5.23806 1.85049
N -2.02923 3.89578 2.24969
C -3.24503 3.38054 2.89084
F -4.19616 4.37476 3.03487
F -3.85379 2.41394 2.13370
F -2.99797 2.95286 4.17426
C -0.91505 3.05958 2.02563
B -0.89547 1.46899 2.40623
O -0.64275 1.20209 3.77527
C -1.09708 0.27815 1.35749
C -1.89762 0.70174 0.05062
H 5.30696 2.45359 3.21322
H 4.90912 1.70365 1.59922
H 3.73471 1.58893 2.98231
H 4.42950 4.47723 1.90913
H 2.98651 3.81049 2.85316
H 2.78652 4.07449 -0.03355
H 3.49421 2.43421 0.18583
H 1.21585 1.89279 0.31492
H 1.79899 1.95260 2.08761
H 1.32330 5.49876 0.57202
H -0.77301 6.91780 0.95219
H -2.83331 5.94547 1.96923
H -1.16157 0.39962 3.97734
H -1.67751 -0.55065 1.87025
H -0.06680 -0.14581 1.14216
H -1.77109 1.79065 -0.22283
H -1.53420 0.05236 -0.79839
H -2.97357 0.41971 0.22475
C -4.94699 -2.69400 0.47393
Br -5.24233 -0.91772 1.18569
Br -6.59672 -3.53112 -0.08015
Br -3.62852 -2.68352 -0.94270
H -4.54095 -3.29745 1.28038
C -2.41881 -6.42593 -2.14561
Br -2.35453 -8.11874 -3.07985
Br -3.04752 -6.63079 -0.32867
Br -0.72171 -5.49664 -2.21789
H -3.14261 -5.80385 -2.66372
C -5.74676 2.17027 7.12500
Br -4.59752 0.75609 7.77741
Br -6.99985 1.52277 5.79959
Br -6.64204 3.09333 8.56901
H -5.10825 2.89594 6.63113
C 3.43243 7.15679 3.41431
Br 3.12116 8.92379 4.12816
Br 1.78238 6.28088 2.89026
Br 4.70907 7.18241 1.95995
H 3.86563 6.56167 4.21337
C 6.18066 4.93936 -1.08790
Br 4.80297 4.79625 -2.44101
Br 6.84405 3.20243 -0.55434
Br 7.60718 6.12283 -1.64282
H 5.72033 5.38478 -0.20719
C -1.06225 -8.73579 -7.15782
Br -2.09376 -8.36907 -8.75219
Br -0.31144 -10.51790 -7.17905
Br 0.29499 -7.38882 -6.85597
H -1.74797 -8.68914 -6.31722
C 3.05939 -5.05789 -5.14015
Br 4.07422 -5.70406 -6.65562
Br 3.83263 -5.63082 -3.46181
Br 2.81629 -3.13887 -5.20327
H 2.07181 -5.50541 -5.20443
C 7.86807 -5.65256 -7.29250
Br 8.89159 -6.29385 -8.80366
Br 8.63569 -6.22075 -5.61009
Br 7.61812 -3.73497 -7.35595
H 6.88344 -6.10390 -7.36056
C -4.95260 -6.12646 3.70804
Br -6.29392 -6.27963 2.32185
Br -4.27483 -7.85570 4.24340
Br -3.52661 -4.91776 3.19701
H -5.43694 -5.69130 4.57672
C -3.25646 0.59442 -3.60463
Br -3.24845 1.83495 -5.08887
Br -5.05030 0.24757 -2.96810
Br -2.31159 -1.04128 -4.03211
H -2.71693 1.06894 -2.79078

=====

69
Properties=species:S:1:pos:R:3 method="wB97M-V/def2-TZVPD" spin_multiplicity=1 charge=+2 e_tot_ha=-3700.1693 relative_energy_kcal_mol=0.0 homo_energy_ev=-12.6
Tl 0.28860 -0.34208 -0.44833
C -3.13055 -1.89331 -3.83866
C -2.34067 -1.23938 -2.74114
N -1.14760 -1.58214 -2.43997
N -0.59016 -2.61686 -3.10100
C 0.68148 -3.02860 -2.87914
N 1.08323 -4.08088 -3.58608
S 1.73293 -2.26911 -1.81112
C -2.93359 -0.15355 -1.92965
C -4.30404 0.08358 -1.92864
C -4.81849 1.11423 -1.15680
C -3.95290 1.88211 -0.39726
C -2.60067 1.58332 -0.44717
N -2.10139 0.59605 -1.18882
H -3.50730 -2.86930 -3.51916
H -2.50651 -2.03407 -4.72346
H -3.97615 -1.28790 -4.14530
H -1.14683 -3.13160 -3.77032
H 0.48392 -4.56929 -4.23299
H 2.02489 -4.41647 -3.47151
H -4.97018 -0.52567 -2.52122
H -5.88317 1.30684 -1.14762
H -4.31110 2.69844 0.21444
H -1.88167 2.17935 0.10256
N 3.31346 -1.66957 1.66143
C 3.64816 -0.79021 0.69956
N 2.79470 -0.16022 -0.06593
C 3.42676 0.70337 -0.94020
C 4.77522 0.74195 -0.81699
S 5.30559 -0.33724 0.41911
C 2.63952 1.48497 -1.88854
C 3.14108 2.45269 -2.69004
S 1.89742 3.18222 -3.62794
C 0.74327 2.12724 -2.87589
N 1.26512 1.30370 -1.99937
N -0.55436 2.14625 -3.24149
H 2.35988 -1.99572 1.72682
H 4.02521 -2.22167 2.10698
H 5.49025 1.30854 -1.38927
H 4.16520 2.76426 -2.80541
H -0.89432 2.90883 -3.79957
H -1.20143 1.61104 -2.68767
C -4.04708 -1.20800 2.02748
N -2.82961 -0.73261 2.65314
C -2.77870 0.06781 3.76674
C -1.47820 0.13614 4.14163
N -0.73900 -0.62696 3.27888
B 0.75042 -1.01095 3.50866
N 1.67159 0.24254 3.34732
C 2.84074 0.36871 4.05024
C 3.51803 1.43990 3.56818
N 2.75763 1.96389 2.55480
C 3.13300 3.11609 1.75680
C 1.62681 1.22681 2.43840
S 0.33705 1.63687 1.37099
C -1.56672 -1.13045 2.35233
S -1.15408 -2.11872 1.00529
H -4.75073 -0.38752 1.93040
H -4.49543 -1.99452 2.63439
H -3.80735 -1.61860 1.05112
H -3.65928 0.49369 4.21550
H -1.02938 0.64512 4.97674
H 0.85852 -1.41103 4.62940
H 1.06800 -1.83085 2.69346
H 3.09294 -0.31449 4.84217
H 4.45770 1.86867 3.86975
H 4.13500 2.96521 1.35751
H 3.12660 4.02061 2.36338
H 2.42868 3.22849 0.93804

=====

53
Properties=species:S:1:pos:R:3 method="wB97M-V/def2-TZVPD" spin_multiplicity=1 charge=-1 e_tot_ha=-1401.5551 homo_energy_ev="-2.8 / -2.8"
C -1.67378 -1.57807 -2.15364
C -1.04238 -1.76957 -3.40134
C -0.80978 -0.49117 -3.95864
H -0.76128 -2.71717 -3.82934
C -1.25778 0.48233 -3.03854
C -1.80398 -0.20337 -1.93004
H -2.14718 0.25423 -1.02074
H -1.90058 -2.35157 -1.44334
H -0.35118 -0.29257 -4.91124
H -1.16798 1.55093 -3.13934
La 0.59112 -0.65377 -2.06774
Cl 0.74892 -2.60397 -0.52704
C 2.93992 -0.53287 -1.79934
C 2.56572 0.69053 -2.39684
C 2.07822 0.41213 -3.68074
H 2.55662 1.64743 -1.90774
C 2.16772 -0.98627 -3.89084
C 2.70772 -1.56677 -2.73474
H 2.82722 -2.61847 -2.54764
H 3.24632 -0.66637 -0.77784
H 1.65942 1.13153 -4.36524
H 1.83152 -1.52007 -4.76434
C 0.08722 2.30913 4.65266
C 0.26132 2.05203 3.17666
C 0.89142 2.98873 2.36776
C 1.03592 2.75223 0.99546
C 1.69452 3.80253 0.16056
C 0.55432 1.55133 0.43096
C -0.07888 0.58063 1.21786
C -0.21718 0.87153 2.60836
N -0.57868 -0.62577 0.57406
C -1.41828 -1.60247 1.42546
C -0.51148 -2.24277 2.53806
C -2.68788 -0.86997 1.98336
C -2.08148 -2.87957 0.79876
H 1.07982 2.43213 5.13286
H -0.51418 3.22893 4.80606
H -0.43708 1.47123 5.16396
H 1.25612 3.91043 2.80536
H 1.12442 4.75163 0.24956
H 2.73062 3.96673 0.52506
H 1.72752 3.51853 -0.90864
H 0.65252 1.38093 -0.62714
H -0.69248 0.22453 3.30996
H 0.12042 -1.59427 3.15456
H -1.11868 -2.84827 3.24636
H 0.22382 -2.93427 2.07976
H -3.34428 -0.58077 1.13406
H -3.27308 -1.54487 2.64806
H -2.56798 0.05893 2.54996
H -2.97738 -2.65227 0.18376
H -1.39918 -3.59287 0.30476
H -2.54658 -3.50097 1.59776